# 1
The following is a quantum chemistry calculation of a structure of composition C2H8BF4O3Rb in a non-equilibrium geometry, from OMol25.

Summary:
- Maximum force: 4.29 eV/A
- Expectation value of S²: 0.75
- Frontier orbital gap (alpha / beta): 8.763 / 1.860 eV
- HOMO level (alpha / beta): -13.2 / -13.2 eV

ORCA input file:
```
! wB97M-V def2-TZVPD RIJCOSX def2/J DEFGRID3
* xyz 1 2
Rb 1.6938 -0.4248 0.7410
B 0.5580 -3.4322 -0.6880
F 1.3469 -4.4574 -1.2472
F 0.8246 -3.1068 0.5803
F 0.7907 -2.2663 -1.3368
F -0.7053 -3.8098 -0.8186
O 3.6900 1.8048 0.6169
H 3.5882 2.7561 0.6479
H 4.6069 1.6540 0.8469
C -1.9457 1.2493 -0.5761
C -1.8097 1.3145 0.9382
O -0.8804 0.3806 1.4239
O -0.6283 1.5632 -1.1483
H -2.5289 2.0265 -1.0700
H -2.3021 0.2569 -0.8522
H -2.7529 1.0647 1.4241
H -1.5739 2.3645 1.1118
H -1.2784 -0.4886 1.5121
H -0.6936 1.5508 -2.1060
*
```

# 2
The following is a quantum chemistry calculation of a cluster of 3 separate species, C2H8BrO2 in total in a non-equilibrium geometry, from OMol25.

Summary:
- Energy above the lowest of the compared OMol25 structures with the same formula, charge and spin: 6.1 kcal/mol
- Maximum force: 1.99 eV/A
- Frontier orbital gap: 8.173 eV
- HOMO level: -4.3 eV

ORCA input file:
```
! wB97M-V def2-TZVPD RIJCOSX def2/J DEFGRID3
* xyz -1 1
Br -1.5480 -1.7004 1.5449
C -0.4730 -0.6730 -2.1634
O -1.0302 -1.9194 -1.7875
H -0.5401 -0.4954 -3.2368
H -1.0596 0.1135 -1.6886
H 0.5660 -0.6111 -1.8396
H -0.9216 -2.0425 -0.8416
C 1.1268 1.4124 1.7764
O 0.0117 1.1962 0.9571
H 0.7635 1.3748 2.8034
H 1.8752 0.6277 1.6658
H 1.5494 2.4170 1.7574
H -0.3199 0.3003 1.0523
*
```

# 3
The following is a quantum chemistry calculation of a cluster of 2 separate species, C2H8Cl2N2Si in total in a non-equilibrium geometry, from OMol25.

Summary:
- Energy above the lowest of the compared OMol25 structures with the same formula, charge and spin: 82.6 kcal/mol
- Maximum force: 3.62 eV/A
- Frontier orbital gap (alpha / beta): 5.499 / 5.498 eV
- HOMO level (alpha / beta): -8.1 / -8.1 eV

ORCA input file:
```
! wB97M-V def2-TZVPD RIJCOSX def2/J DEFGRID3
* xyz 0 1
C 2.0231 -0.4002 1.4965
C -1.2186 0.7495 -1.4796
N -0.4337 -0.8038 1.5277
N 0.6943 -0.1773 0.8409
Si 0.4267 0.7445 -0.5745
Cl -3.5725 -0.8544 -2.9237
Cl 2.0068 0.5663 -1.7689
H 1.8233 -1.2282 2.1344
H 2.8559 -0.6154 0.7731
H 2.3865 0.4258 2.1363
H -2.0261 1.1470 -0.9320
H -1.0038 1.4686 -2.1588
H -2.0067 -0.0197 -2.0479
H -1.1379 -0.8586 0.8118
H -0.8173 -0.1443 2.1647
*
```